1.
{
  "formula": "CH3IN2O2",
  "method": "ωB97M-V/def2-TZVPD",
  "multiplicity": 3,
  "s_squared": 2.01,
  "max_force_ev_per_a": 3.39,
  "energy_ev": -16254.242,
  "charge": 0,
  "de_lowest_kj_mol": 135.8,
  "lumo_ev": [0.82, -2.98],
  "elements": ["C", "N", "N", "O", "O", "I", "H", "H", "H"],
  "positions_angstrom": [[-0.83375, -0.87583, -0.00817], [0.56182, 1.80553, 0.16189], [-0.28604, 1.20443, 0.52199], [1.40186, 2.54406, -0.12621], [0.44935, -0.54454, -0.83116], [2.16653, -1.67876, -0.13198], [-1.53830, -0.32607, -0.69459], [-0.92655, -0.20506, 0.87234], [-0.99491, -1.92375, 0.23588]],
  "lowdin_charge": [-0.21, -0.25, 0.18, 0.13, -0.72, 0.70, 0.09, 0.02, 0.06]
}

2.
{
  "formula": "CH3IOS",
  "method": "ωB97M-V/def2-TZVPD",
  "multiplicity": 1,
  "max_force_ev_per_a": 3.19,
  "energy_ev": -22068.080,
  "charge": 0,
  "de_lowest_kj_mol": 0.0,
  "lumo_ev": -0.80,
  "elements": ["C", "O", "S", "I", "H", "H", "H"],
  "positions_angstrom": [[0.74702, -0.34211, 0.07214], [-0.69134, 1.79507, -0.50132], [-0.66882, 0.78375, 0.54424], [-2.50650, -0.77329, -0.01185], [1.37175, -0.31958, 0.89400], [1.27932, 0.19719, -0.80771], [0.46856, -1.34103, -0.18951]],
  "lowdin_charge": [-0.31, -0.61, 0.43, 0.41, -0.01, 0.09, 0.00]
}

3.
{
  "formula": "CH3N",
  "method": "ωB97M-V/def2-TZVPD",
  "multiplicity": 1,
  "max_force_ev_per_a": 3.29,
  "energy_ev": -2572.972,
  "charge": 0,
  "smiles": "C=N",
  "de_lowest_kj_mol": 179.1,
  "lumo_ev": 0.27,
  "elements": ["C", "N", "H", "H", "H"],
  "positions_angstrom": [[0.04785, 0.40489, 0.00028], [-0.49523, -0.70931, -0.28902], [0.99249, 0.66651, -0.50089], [-0.41047, 1.18314, 0.63850], [-0.13464, -1.54524, 0.15113]],
  "lowdin_charge": [-0.14, -0.03, 0.06, 0.06, 0.05]
}

4.
{
  "formula": "CH3N",
  "method": "ωB97M-V/def2-TZVPD",
  "multiplicity": 1,
  "max_force_ev_per_a": 8.67,
  "energy_ev": -2574.077,
  "charge": 0,
  "smiles": "C=N",
  "de_lowest_kj_mol": 72.4,
  "lumo_ev": 0.99,
  "elements": ["C", "N", "H", "H", "H"],
  "positions_angstrom": [[-0.43673, -0.24213, -0.02487], [0.92799, -0.07103, 0.06721], [-0.75902, -1.21919, -0.14176], [-1.04283, 0.57457, -0.07288], [1.31059, 0.95778, 0.17230]],
  "lowdin_charge": [-0.07, -0.02, 0.02, 0.01, 0.06]
}

5.
{
  "formula": "CH3N",
  "method": "ωB97M-V/def2-TZVPD",
  "multiplicity": 1,
  "max_force_ev_per_a": 6.07,
  "energy_ev": -2571.707,
  "charge": 0,
  "de_lowest_kj_mol": 301.1,
  "lumo_ev": 0.58,
  "elements": ["C", "N", "H", "H", "H"],
  "positions_angstrom": [[-0.26530, 0.05748, 0.04204], [0.93740, -0.18232, -0.04045], [-1.32330, -1.46480, -0.17389], [-0.81959, 0.91117, 0.05189], [1.47080, 0.67846, 0.12041]],
  "lowdin_charge": [-0.19, 0.01, 0.13, -0.01, 0.06]
}

6.
{
  "formula": "CH3N2O",
  "method": "ωB97M-V/def2-TZVPD",
  "multiplicity": 1,
  "max_force_ev_per_a": 5.69,
  "energy_ev": -6098.970,
  "charge": 1,
  "smiles": "[H]/N=[N+]1/CO1",
  "de_lowest_kj_mol": 560.8,
  "lumo_ev": [-7.95, -7.95],
  "elements": ["H", "N", "N", "C", "O", "H", "H"],
  "positions_angstrom": [[-2.17636, -0.63942, 0.54206], [-1.31071, -1.04455, 0.68949], [-0.38982, -0.42040, 0.17566], [1.09166, 0.51318, -0.36065], [-0.31475, 0.69146, -0.50983], [1.51406, 1.03200, 0.41996], [1.58593, -0.13227, -0.95669]],
  "lowdin_charge": [0.09, 0.30, -0.06, 0.39, 0.05, 0.12, 0.10]
}